11
Properties=species:S:1:pos:R:3 method="wB97M-V/def2-TZVPD" charge=0 e_homo_ev=-9.85 e_above_lowest_ev=0.745 homo_lumo_gap_ev=10.26 e_tot_ev=-24192.2707
H 0.16109 -2.49562 -2.15633
S 1.49996 -0.38246 0.82668
C 0.91841 -0.89127 -0.80575
F 4.15625 -0.32732 0.05447
H 0.72609 -0.01995 -1.43248
F 3.38465 1.61759 0.55578
H 0.98991 -3.07504 -0.61702
F 3.02122 0.69894 -1.39397
C 0.63863 -2.16274 -1.08082
C 3.12693 0.50665 -0.12141
O 2.10998 -1.46616 1.56512